1.
Entry from the OMol25 dataset: the molecule C5H8N2 (ωB97M-V with the def2-TZVPD basis set).

Computed properties:
HOMO (spin up / spin down): -7.0 / -7.0 eV
calculated total energy: -304.72457 Eh
net charge: 0
ΔE to the lowest compared entry with this formula, charge and spin: 69.6 kcal per mole

XYZ file:
```
15
Properties=species:S:1:pos:R:3:forces:R:3:lowdin_charge:R:1
H -0.8886 -1.0538 2.1142 0.184 0.143 -0.122 0.111
H -1.4217 2.3569 0.6800 -0.035 -0.182 -0.032 0.076
C 0.3982 0.4023 -0.5647 -0.085 0.030 -0.066 -0.083
C -0.7126 0.3311 0.4386 0.103 -0.115 0.109 -0.289
H -2.3834 1.1297 1.5100 0.099 -0.008 -0.178 0.076
C 1.9322 -1.3216 -1.2350 -0.081 -0.231 0.096 0.023
C -1.8106 1.3316 0.5982 -0.060 0.017 0.002 -0.073
H 1.1092 1.1920 -0.2799 -0.045 -0.187 -0.054 0.144
N 0.7608 -1.4258 0.8286 0.090 0.218 -0.112 0.047
C -0.3604 -0.6993 1.2330 -0.132 0.121 0.069 -0.119
H -2.5099 1.3191 -0.2474 0.101 0.007 0.109 0.074
H 1.6796 -1.0815 -2.2567 0.503 0.467 0.068 0.062
H 0.2450 0.4985 -1.6430 -0.484 0.108 0.165 0.128
N 1.0955 -0.8822 -0.3271 0.130 -0.097 -0.159 -0.245
H 2.6763 -2.0607 -0.9922 -0.285 -0.291 0.104 0.066
```
Positions in Å, forces in eV/Å.

=====

2.
Entry from the OMol25 dataset: a structure of composition C5H8N2 in a non-equilibrium geometry (ωB97M-V with the def2-TZVPD basis set).

Computed properties:
HOMO: -7.5 eV
calculated total energy: -304.72540 Eh
net charge: 0
ΔE to the lowest compared entry with this formula, charge and spin: 69.1 kcal per mole

XYZ file:
```
15
Properties=species:S:1:pos:R:3:forces:R:3:lowdin_charge:R:1
N -1.4698 -1.4150 1.8292 0.230 0.208 -0.675 0.087
C 0.5706 0.5196 -0.5495 -0.578 -0.537 -0.408 -0.406
C 0.0080 0.2113 0.7061 0.079 0.156 -0.135 -0.072
H 0.9842 -0.5102 -2.4180 -1.437 -0.735 0.827 0.086
H 1.9224 1.7423 -1.8115 -0.325 -0.294 0.291 0.078
H -1.3637 -2.4168 -0.4995 0.857 0.989 -1.123 0.109
C -0.7839 -0.9384 0.6644 0.413 0.546 0.078 -0.453
H 0.7464 2.6303 -0.8466 0.220 -0.111 0.183 0.085
H 0.1496 0.8221 1.5824 -0.117 0.070 0.067 0.095
H -1.3164 -0.7908 2.6155 0.052 -0.115 -0.287 0.077
C 1.3976 1.7481 -0.8425 0.077 0.025 -0.020 -0.061
H 2.1550 1.8326 -0.0645 -0.005 0.278 0.039 0.078
H -2.4708 -1.5858 1.7591 0.381 -0.021 -0.414 0.084
N -0.7708 -1.5584 -0.5220 0.737 0.884 -0.038 0.094
C 0.2414 -0.2908 -1.6025 -0.582 -1.344 1.618 0.119
```
Positions in Å, forces in eV/Å.

=====

3.
Entry from the OMol25 dataset: the molecule C5H8N2 in a non-equilibrium geometry (ωB97M-V with the def2-TZVPD basis set).

Computed properties:
HOMO: -9.9 eV
SMILES: C[C@H]1N[C@]1(C)C#N
calculated total energy: -304.76324 Eh
net charge: 0
ΔE to the lowest compared entry with this formula, charge and spin: 45.3 kcal per mole

XYZ file:
```
15
Properties=species:S:1:pos:R:3:forces:R:3:lowdin_charge:R:1
C 1.9079 0.6637 0.6917 0.881 0.376 0.425 -0.146
C -0.5884 0.0965 0.8295 -0.130 -1.141 -0.008 -0.235
H -1.7587 1.1410 -0.7237 0.267 -0.263 0.343 0.087
C 0.7313 -0.0002 0.1628 0.243 0.071 -0.196 -0.521
C -1.8336 0.2982 -0.0180 0.007 -0.336 0.023 -0.050
N 2.8807 1.1569 1.0772 -0.900 -0.392 -0.296 0.158
H -2.7258 0.4813 0.5886 0.232 -0.173 0.023 0.075
H 0.6909 -1.2370 1.7271 -0.530 -0.257 -0.318 0.105
H -0.0648 -0.8780 -1.6220 0.168 0.225 0.063 0.081
H 1.6898 -0.8053 -1.5352 -0.063 0.155 -0.106 0.094
N 0.2270 -1.1965 0.8096 0.065 -0.381 -0.164 0.083
H -0.6824 0.1312 1.8927 -0.040 1.946 0.449 0.129
H -1.9813 -0.6088 -0.6007 -0.309 0.009 -0.085 0.074
C 0.7753 -0.2416 -1.3333 0.069 0.155 -0.140 -0.023
H 0.7701 0.6788 -1.9162 0.040 0.006 -0.015 0.089
```
Positions in Å, forces in eV/Å.

=====

4.
Entry from the OMol25 dataset: the molecule C5H8N2 (ωB97M-V with the def2-TZVPD basis set).

Computed properties:
HOMO: -8.5 eV
SMILES: C[C@H]1CN=C=CN1
calculated total energy: -304.72609 Eh
net charge: 0
ΔE to the lowest compared entry with this formula, charge and spin: 68.7 kcal per mole

XYZ file:
```
15
Properties=species:S:1:pos:R:3:forces:R:3:lowdin_charge:R:1
C -1.6997 -0.3080 1.2117 0.080 -0.224 -0.373 -0.098
C 0.0793 0.0996 -0.6309 0.014 -0.042 -0.082 -0.356
H 1.9358 1.1666 -0.9952 -0.058 -0.148 0.026 0.074
C -0.3345 -1.3336 -0.1130 0.286 -0.051 -0.104 -0.171
H 0.3722 -1.6485 0.6632 -0.116 0.065 -0.058 0.114
N -1.7124 -1.2594 0.4154 -0.081 0.496 0.401 0.064
H 2.0918 -0.6021 -1.1020 -0.069 0.098 0.072 0.078
H -1.1306 1.7834 -0.4900 0.091 -0.064 0.095 0.117
H -0.2455 0.1825 -1.6746 0.022 -0.008 0.142 0.135
H 1.9276 0.1904 0.4815 -0.059 -0.006 -0.147 0.081
H -0.2915 -2.0573 -0.9326 0.023 0.107 0.129 0.109
N -0.5327 1.2248 0.1080 -0.108 0.044 -0.145 -0.017
H -0.9566 1.4691 2.2565 -0.048 -0.158 -0.117 0.089
C 1.6022 0.2184 -0.5646 0.086 -0.013 -0.005 -0.074
C -1.1054 0.8741 1.3666 -0.063 -0.095 0.166 -0.145
```
Positions in Å, forces in eV/Å.

=====

5.
Entry from the OMol25 dataset: the molecule C5H8N2 (ωB97M-V with the def2-TZVPD basis set).

Computed properties:
HOMO: -8.0 eV
SMILES: [H]/N=C1\C=C(C)NC1
calculated total energy: -304.80806 Eh
net charge: 0
ΔE to the lowest compared entry with this formula, charge and spin: 17.2 kcal per mole

XYZ file:
```
15
Properties=species:S:1:pos:R:3:forces:R:3:lowdin_charge:R:1
C -0.8255 -0.2606 -2.0979 0.046 -0.003 0.025 -0.025
H -0.1989 -1.1852 2.0193 0.010 0.101 -0.116 0.129
C -0.3145 -0.1830 1.5865 0.032 0.007 0.162 -0.141
C 1.0035 0.2001 -0.3451 -0.010 0.126 0.052 0.001
H -0.5771 0.5146 2.3835 -0.775 -0.217 -0.208 0.117
H 1.7955 0.4529 -1.0391 -0.077 -0.076 0.149 0.102
H -1.3701 0.6489 -2.3769 0.078 -0.117 0.093 0.088
H 2.6349 1.2260 1.7531 0.078 0.020 -0.421 0.036
H -1.9395 -0.7983 0.3096 0.202 0.041 0.022 0.131
C -0.2688 -0.1196 -0.7098 0.052 0.126 0.043 -0.334
H -0.0289 -0.4168 -2.8296 -0.082 0.046 0.177 0.080
N 1.7297 0.8711 2.0372 0.324 -0.196 -0.324 0.105
H -1.5315 -1.0964 -2.1802 0.151 0.113 0.131 0.080
C 1.0168 0.3498 1.1147 0.008 0.011 0.304 -0.393
N -1.1257 -0.2036 0.3746 -0.036 0.018 -0.089 0.024
```
Positions in Å, forces in eV/Å.

=====

6.
Entry from the OMol25 dataset: the molecule C5H8N2 (ωB97M-V with the def2-TZVPD basis set).

Computed properties:
HOMO: -8.1 eV
SMILES: C=CCN=C=CN
calculated total energy: -304.72350 Eh
net charge: 0
ΔE to the lowest compared entry with this formula, charge and spin: 70.3 kcal per mole

XYZ file:
```
15
Properties=species:S:1:pos:R:3:forces:R:3:lowdin_charge:R:1
H 2.2761 1.1582 -0.9772 0.108 -0.067 0.307 0.055
C -1.2124 -0.8849 0.6532 0.341 0.228 -0.164 -0.138
H -1.3444 0.1740 -2.2209 -0.080 -0.217 0.100 0.111
C -0.2461 -0.5754 1.5058 -0.325 -0.428 0.189 -0.240
H -0.9141 1.2324 2.1206 0.085 -0.077 0.062 0.084
N -0.1404 0.5961 2.2714 -0.183 0.016 0.215 0.028
N -1.7213 -0.9651 -0.4718 0.223 -0.028 0.517 0.059
H 0.5680 -1.2851 1.5949 -0.149 -0.093 0.224 0.117
C 1.5523 0.3776 -1.1602 -0.034 0.055 0.013 0.008
C -0.7791 -0.3811 -1.4632 -0.007 0.037 -0.339 -0.223
H -0.0590 0.3910 3.2597 0.020 0.152 -0.025 0.076
H 1.9204 -0.5557 -1.5769 -0.055 0.168 -0.223 0.062
C 0.2628 0.5427 -0.8999 0.102 0.151 -0.613 -0.220
H -0.0931 1.4380 -0.3847 0.105 -0.109 -0.252 0.107
H -0.2911 -1.2306 -1.9611 -0.152 0.211 -0.011 0.115
```
Positions in Å, forces in eV/Å.

=====

7.
Entry from the OMol25 dataset: the molecule C5H8N2 in a non-equilibrium geometry (ωB97M-V with the def2-TZVPD basis set).

Computed properties:
HOMO: -8.0 eV
SMILES: C[C@@]1(C=C=N)CN1
calculated total energy: -304.72347 Eh
net charge: 0
ΔE to the lowest compared entry with this formula, charge and spin: 70.3 kcal per mole

XYZ file:
```
15
Properties=species:S:1:pos:R:3:forces:R:3:lowdin_charge:R:1
C -0.9250 -0.4995 0.6847 0.014 -0.489 0.083 -0.078
H -1.2932 1.9490 -1.0394 -0.043 -0.053 0.054 0.087
H -1.9430 -0.2238 0.9216 -0.170 -0.370 -0.127 0.110
H -0.8500 2.1669 0.6700 -0.024 -0.003 -0.001 0.079
C 0.6062 -0.2800 -1.3441 -0.322 0.109 -0.434 -0.202
H 0.3544 2.3858 -0.5945 -0.041 0.044 -0.075 0.080
H 0.8586 0.3856 -2.1692 0.031 -0.082 -0.006 0.107
H 0.3312 -1.2823 -1.6576 -0.011 0.008 -0.064 0.105
H 0.3421 -3.2367 1.8857 -0.382 -0.122 -0.152 0.072
H 2.0182 0.5738 -0.1095 -0.007 -0.086 -0.305 0.073
C -0.3429 -1.5170 1.2934 -1.004 0.382 0.625 -0.188
N 1.4281 -0.2553 -0.1523 -1.776 1.549 0.437 0.055
N 0.0720 -2.2914 2.1302 0.777 -0.043 0.016 0.158
C -0.5103 1.7917 -0.2944 0.607 0.073 0.127 -0.041
C -0.1463 0.3331 -0.2248 2.352 -0.917 -0.179 -0.417
```
Positions in Å, forces in eV/Å.

=====

8.
Entry from the OMol25 dataset: a cluster of 2 separate species, C5H8N2 in total in a non-equilibrium geometry (ωB97M-V with the def2-TZVPD basis set).

Computed properties:
HOMO: -9.4 eV
calculated total energy: -304.73475 Eh
net charge: 0
ΔE to the lowest compared entry with this formula, charge and spin: 63.2 kcal per mole

XYZ file:
```
15
Properties=species:S:1:pos:R:3:forces:R:3:lowdin_charge:R:1
C 0.5511 0.4489 2.0456 -0.131 0.050 -0.324 0.109
H 0.0424 0.8249 2.9169 -0.137 0.019 0.088 0.077
C -0.0488 0.3838 0.8499 0.891 -0.030 0.801 -0.342
H -1.3015 -1.6313 -0.3835 0.043 -0.031 0.152 -0.005
H 1.5755 0.1390 2.1664 0.173 -0.067 -0.049 0.073
C -1.4041 0.7955 0.7377 -0.430 0.179 0.075 -0.219
N -2.5036 1.1103 0.6707 -0.389 0.113 -0.096 0.183
H 0.6021 -0.0806 -2.4793 -0.005 0.023 -0.046 0.076
H 0.9557 1.4851 -1.7300 -0.009 0.103 -0.017 0.085
C 0.3420 0.5845 -1.6613 0.158 0.113 0.063 -0.096
H 0.0623 -2.4785 -0.0552 -0.163 0.141 0.123 0.001
N -0.3729 -1.8573 -0.7380 1.933 2.943 0.424 0.047
C 0.5982 -0.1109 -0.3623 -1.937 -3.622 -1.271 -0.182
H 1.6066 -0.4819 -0.2248 0.015 0.070 0.121 0.118
H -0.7050 0.8687 -1.7527 -0.012 -0.003 -0.043 0.076
```
Positions in Å, forces in eV/Å.

=====

9.
Entry from the OMol25 dataset: the molecule C5H8N2 (ωB97M-V with the def2-TZVPD basis set).

Computed properties:
HOMO: -7.8 eV
calculated total energy: -304.64829 Eh
net charge: 0
ΔE to the lowest compared entry with this formula, charge and spin: 117.5 kcal per mole

XYZ file:
```
15
Properties=species:S:1:pos:R:3:forces:R:3:lowdin_charge:R:1
H -3.4314 0.0315 0.6535 -0.028 -0.102 -0.096 0.078
H 3.5266 0.1668 -0.1992 0.206 -0.087 0.325 0.080
C -0.3905 -0.4852 -0.7219 0.133 0.194 -0.264 -0.079
C 1.5904 0.8639 -0.0058 0.205 -0.246 -0.546 -0.128
H 3.0598 0.2342 1.5273 -0.037 0.167 -0.014 0.072
C 0.7385 0.1488 -0.6979 -0.136 0.091 0.164 -0.081
H -2.7518 -1.4525 -0.1300 -0.089 0.092 0.041 0.079
H -3.0296 0.0225 -1.0974 -0.008 -0.106 0.160 0.088
H 2.4319 -1.0441 0.4385 0.091 0.233 0.171 0.081
H 1.6393 1.9524 0.0006 0.138 -0.248 -0.318 0.111
N -1.4111 0.1381 0.2204 -0.025 0.419 0.429 -0.354
C 2.7144 0.0122 0.5188 0.233 -0.026 0.186 -0.097
H -0.7272 -1.2923 -1.3591 -0.174 0.412 -0.190 0.091
C -2.7617 -0.3606 -0.1073 -0.281 -0.086 0.049 -0.057
N -1.1978 1.0643 0.9596 -0.228 -0.707 -0.098 0.116
```
Positions in Å, forces in eV/Å.

=====

10.
Entry from the OMol25 dataset: the molecule C5H8N2 in a non-equilibrium geometry (ωB97M-V with the def2-TZVPD basis set).

Computed properties:
HOMO: -7.6 eV
calculated total energy: -304.65546 Eh
net charge: 0
ΔE to the lowest compared entry with this formula, charge and spin: 113.0 kcal per mole

XYZ file:
```
15
Properties=species:S:1:pos:R:3:forces:R:3:lowdin_charge:R:1
H -0.6766 -0.4054 2.0569 0.220 0.008 -0.063 0.085
C 0.1762 0.2658 1.8659 -0.144 0.119 0.126 -0.139
H -1.8458 0.8919 -2.0504 0.162 -0.098 0.102 0.089
C -0.1779 -0.9238 -0.8474 0.146 -0.546 -0.071 -0.091
C -0.0073 1.0163 0.5771 -0.742 0.828 0.663 -0.096
H 1.0922 -0.2861 2.0948 -0.003 0.148 -0.352 0.059
C 0.5413 -1.7195 -0.0948 0.478 0.103 0.035 -0.173
N 1.3589 -2.3185 0.6006 -0.514 0.265 -0.270 0.141
C -0.9382 1.2582 -1.5603 0.020 0.114 -0.222 -0.072
H -0.1083 1.2933 -2.2716 -0.182 0.116 -0.156 0.087
H -0.1070 -1.0628 -1.9145 -0.393 -0.277 -0.097 0.113
N -0.5445 0.3990 -0.4411 0.633 0.188 -0.140 -0.220
H 0.1384 1.0918 2.5663 -0.017 -0.188 0.558 0.049
H -1.1142 2.2489 -1.1422 0.063 -0.205 -0.163 0.077
H 2.2126 -1.7491 0.5606 0.273 -0.574 0.050 0.090
```
Positions in Å, forces in eV/Å.

=====

11.
Entry from the OMol25 dataset: the molecule C5H8N2 in a non-equilibrium geometry (ωB97M-V with the def2-TZVPD basis set).

Computed properties:
HOMO: -8.0 eV
SMILES: Cc1cn(C)cn1
calculated total energy: -304.75447 Eh
net charge: 0
ΔE to the lowest compared entry with this formula, charge and spin: 50.8 kcal per mole

XYZ file:
```
15
Properties=species:S:1:pos:R:3:forces:R:3:lowdin_charge:R:1
H 0.6170 0.5366 -2.0264 0.052 0.181 0.272 0.096
N 0.4395 0.9655 0.0354 0.172 0.303 0.303 -0.125
H 1.6256 -0.7993 0.4267 0.010 0.221 -0.275 0.131
C -0.3466 -0.6249 1.3291 0.095 -0.241 -0.993 -0.329
C -0.8251 1.2806 0.4843 -0.055 0.186 -0.037 -0.175
H -1.7552 -2.1392 0.8498 -0.221 -0.583 0.181 0.065
H -0.0427 -2.7532 0.7843 -0.236 -0.045 0.238 0.072
H -1.3235 2.1801 0.1433 0.095 -0.004 0.167 0.123
H 2.0419 1.2643 -1.2483 -0.019 0.155 -0.109 0.090
C 0.7616 -0.1970 0.6652 0.390 0.400 -0.036 -0.108
H -0.6923 -1.7110 -0.4818 -0.230 -0.155 0.614 0.081
C -0.7249 -1.9184 0.6135 -0.480 -0.539 0.407 -0.072
C 0.9534 1.2742 -1.2820 0.201 0.282 -0.112 -0.032
H 0.5895 2.2557 -1.5801 0.153 0.033 -0.042 0.088
N -1.3182 0.3861 1.2871 0.073 -0.195 -0.578 0.094
```
Positions in Å, forces in eV/Å.

=====

12.
Entry from the OMol25 dataset: a cluster of 2 separate species, C5H8N2 in total in a non-equilibrium geometry (ωB97M-V with the def2-TZVPD basis set).

Computed properties:
HOMO: -8.1 eV
SMILES: C=C1C=C1.C=NN
calculated total energy: -304.60175 Eh
net charge: 0
ΔE to the lowest compared entry with this formula, charge and spin: 146.7 kcal per mole

XYZ file:
```
15
Properties=species:S:1:pos:R:3:forces:R:3:lowdin_charge:R:1
H 0.8077 -0.3293 2.4749 0.466 0.173 -0.230 0.070
C -2.5124 1.0426 -1.6977 -1.231 2.213 -3.619 -0.061
H -1.4583 0.6690 1.8783 0.147 -0.702 -2.457 0.124
H 2.7000 -1.3528 -0.0612 1.325 -0.973 0.005 0.052
H -3.1950 1.9088 -1.7313 0.042 -0.672 0.770 0.043
N 1.5157 0.0355 0.6189 1.301 1.058 -1.046 -0.159
H 2.7311 0.1744 -0.9314 -0.539 -1.580 0.770 0.122
H 1.9696 -1.6037 1.7841 0.069 0.234 -0.074 0.082
N 2.2106 -0.5680 -0.3986 -0.181 2.568 -1.586 -0.005
C -0.7211 -0.2709 -0.2027 -4.417 2.416 -0.189 -0.021
H -2.2028 0.8531 -2.7599 -0.084 -0.469 1.192 0.057
C -1.3832 0.3832 0.7462 -0.586 0.548 -0.578 0.015
C -1.8653 0.5929 -0.6853 3.385 -2.222 4.564 -0.282
H -0.0854 -0.9158 -0.7002 1.297 -1.181 -0.175 0.064
C 1.4888 -0.6189 1.6659 -0.996 -1.411 2.653 -0.102
```
Positions in Å, forces in eV/Å.